Density functional theory data (wB97M-V/def2-TZVPD) for a cluster of 6 separate species, C44H50N6O11 in total.

Structure (ORCA input):
```
! wB97M-V def2-TZVPD RIJCOSX def2/J DEFGRID3
* xyz 0 1
C -6.5308 3.1598 -3.3543
C -7.8167 3.4497 -2.8665
C -8.0567 4.2902 -1.5356
C -8.1320 3.2592 -0.2750
C -7.1601 3.6208 0.9527
C -6.6645 2.2109 1.5518
C -5.2109 2.3238 2.1917
C -4.0782 1.4251 1.5310
C -3.1361 2.2555 0.5014
C -3.2971 1.7450 -1.0253
C -1.9208 1.2604 -1.6692
C -2.0692 0.1213 -2.7913
C -3.4454 0.1603 -3.6082
C -6.9733 1.2217 0.3552
O -6.6975 0.0315 0.1384
N -7.8225 1.8528 -0.6888
H -6.4067 2.6583 -4.3576
H -5.6229 3.3948 -2.7115
H -8.7069 3.0747 -3.4611
H -9.0834 4.7843 -1.6052
H -7.2327 5.0592 -1.3792
H -9.1643 3.4771 0.1601
H -7.8536 3.9886 1.7867
H -6.2808 4.2883 0.6968
H -7.3471 1.8551 2.3844
H -4.9021 3.4251 2.2383
H -5.3030 1.9942 3.2876
H -3.3662 1.1282 2.3827
H -4.4301 0.4518 1.0746
H -3.2976 3.3849 0.5981
H -2.0415 2.0786 0.8026
H -4.0646 0.9102 -1.0029
H -3.7349 2.5866 -1.6641
H -1.3490 2.1327 -2.1469
H -1.2775 0.8102 -0.8345
H -2.0124 -0.9080 -2.2853
H -1.1998 0.1451 -3.5382
H -3.3161 -0.1264 -4.7099
H -3.9766 1.1606 -3.5934
H -4.1342 -0.6396 -3.1700
H -8.6988 1.3178 -0.5379
O 1.6326 0.7629 -2.8767
N 1.8276 1.0698 -4.0397
O 1.5591 2.1599 -4.5207
C 2.4192 0.0616 -4.9213
C 2.7049 -1.2052 -4.4196
C 3.2443 -2.1671 -5.2656
C 3.4980 -1.8593 -6.5984
C 3.2194 -0.5880 -7.0902
C 2.6773 0.3791 -6.2517
H 2.5114 -1.4565 -3.3834
H 3.4645 -3.1590 -4.8869
H 3.9140 -2.6144 -7.2576
H 3.4217 -0.3524 -8.1290
H 2.4615 1.3649 -6.6468
O -1.1840 7.6718 1.6357
N -0.9946 7.9666 0.4664
O -1.2763 9.0468 -0.0265
C -0.3935 6.9544 -0.4041
C -0.0918 5.6965 0.1119
C 0.4565 4.7308 -0.7239
C 0.7034 5.0252 -2.0611
C 0.4089 6.2878 -2.5674
C -0.1422 7.2588 -1.7393
H -0.2796 5.4550 1.1516
H 0.6890 3.7471 -0.3350
H 1.1264 4.2662 -2.7122
H 0.6059 6.5131 -3.6097
H -0.3703 8.2372 -2.1458
O 1.4649 1.4349 0.0564
N 1.7419 1.8020 1.1857
O 2.1143 2.9294 1.4668
C 1.6229 0.8270 2.2709
C 1.2353 -0.4785 1.9796
C 1.1465 -1.4078 3.0091
C 1.4387 -1.0302 4.3160
C 1.8152 0.2786 4.6012
C 1.9095 1.2142 3.5771
H 1.0053 -0.7842 0.9655
H 0.8522 -2.4289 2.7932
H 1.3737 -1.7604 5.1165
H 2.0390 0.5681 5.6218
H 2.2068 2.2299 3.8105
O 4.2741 -3.7092 5.8839
N 4.0961 -3.8588 4.6864
O 3.0309 -4.1758 4.1820
C 5.2378 -3.6483 3.7949
C 6.4791 -3.3222 4.3346
C 7.5657 -3.1468 3.4858
C 7.4069 -3.2926 2.1111
C 6.1612 -3.6084 1.5783
C 5.0701 -3.7882 2.4202
H 6.6150 -3.2062 5.4034
H 8.5385 -2.8991 3.8958
H 8.2587 -3.1605 1.4518
H 6.0420 -3.7182 0.5061
H 4.1057 -4.0371 1.9925
O 5.9801 -8.0000 -0.4150
N 4.9916 -7.8328 0.2803
O 3.9635 -7.2966 -0.0998
C 5.0448 -8.3020 1.6662
C 6.2134 -8.8850 2.1492
C 6.2672 -9.3068 3.4725
C 5.1596 -9.1493 4.2999
C 3.9920 -8.5752 3.8075
C 3.9306 -8.1484 2.4862
H 7.0823 -9.0127 1.5145
H 7.1744 -9.7562 3.8609
H 5.2072 -9.4746 5.3342
H 3.1308 -8.4570 4.4555
H 3.0162 -7.6998 2.1159
*
```

Calculated values
Gap between HOMO and LUMO = 8.124 eV
Energy above the lowest of the compared OMol25 structures with the same formula, charge and spin = 3.282 eV
SMILES = C=CC[C@@H]1C[C@H](CCCCCCC)C(=O)N1.O=[N+]([O-])c1ccccc1.O=[N+]([O-])c1ccccc1.O=[N+]([O-])c1ccccc1.O=[N+]([O-])c1ccccc1.O=[N+]([O-])c1ccccc1
Maximum force = 3.56 eV/A
HOMO level = -8.9308 eV